Record 1
DFT (the ωB97M-V functional and the def2-TZVPD basis) results for C36H57Cl3CrF6Ge2NO5SSbSi3 as an isolated structure.

Last column: Löwdin spin population.
Cartesian coordinates (Å):
Sb  -1.39  -0.47  2.64  -0.03
Ge  2.06  1.11  -1.84  0.10
Ge  1.62  -2.16  -0.88  -0.07
Cr  0.14  -0.01  0.16  3.11
Cl  0.67  4.91  0.09  0.00
Cl  -1.75  5.04  1.63  0.00
Cl  0.71  4.12  2.86  0.00
S  -2.13  4.18  -2.41  0.00
Si  -1.06  -2.81  3.69  0.00
Si  -1.07  0.83  4.84  0.00
Si  -3.95  -0.43  2.45  0.00
F  -1.41  -1.73  -1.85  -0.01
F  1.82  -1.23  2.40  0.00
F  -2.62  -0.92  -0.26  -0.01
F  3.03  -0.10  0.99  0.00
F  -1.47  -2.71  0.08  -0.01
F  1.83  0.91  2.46  -0.01
O  -3.11  5.03  -1.80  0.00
O  0.41  1.95  0.63  0.03
O  -1.08  4.82  -3.16  0.00
O  -1.02  0.85  -1.36  0.03
O  -1.65  2.20  1.46  0.01
N  -1.50  3.12  -1.37  0.01
C  -0.27  4.13  1.35  0.00
C  1.78  -0.13  1.58  -0.06
C  1.04  1.89  -3.32  0.02
C  0.40  -2.80  4.87  0.00
C  6.23  0.62  -5.42  0.00
C  1.07  -3.55  -3.43  0.00
C  4.39  -0.74  -4.68  0.00
C  2.69  -3.12  0.51  -0.01
C  -1.38  -1.47  -0.50  -0.08
C  -0.72  -4.17  2.45  0.00
C  -2.50  1.73  -3.01  0.00
C  3.33  -4.39  -0.05  0.00
C  -2.93  0.57  -3.62  0.00
C  -1.60  1.88  -1.81  0.01
C  3.03  -1.58  -2.10  -0.03
C  6.13  1.37  -4.26  0.00
C  1.92  2.17  -4.54  0.01
C  -0.58  2.62  1.08  0.01
C  3.40  3.66  -1.59  0.01
C  -3.78  3.10  -4.53  0.00
C  -3.80  0.69  -4.70  0.00
C  0.72  -3.60  -1.94  -0.01
C  0.73  1.11  5.26  0.00
C  4.27  0.01  -3.51  0.00
C  -1.82  -0.13  6.29  0.00
C  5.16  1.07  -3.32  0.00
C  -4.23  1.94  -5.14  0.00
C  -4.76  -0.36  4.15  0.00
C  3.22  -0.34  -2.52  0.01
C  -2.92  2.97  -3.46  0.00
C  5.35  -0.44  -5.63  0.00
C  -2.02  2.44  4.71  0.00
C  -4.55  -2.02  1.64  0.00
C  -2.57  -3.38  4.67  0.00
C  3.11  2.39  -0.79  0.02
C  -4.50  1.06  1.48  0.00
H  2.55  2.61  0.12  0.00
H  -4.74  -1.86  0.58  0.00
H  2.12  -3.76  -3.61  0.00
H  -4.39  0.46  4.77  0.00
H  0.48  -4.29  -3.98  0.00
H  -2.60  -0.39  -3.25  0.00
H  -4.65  -1.30  4.70  0.00
H  0.36  -1.99  5.60  0.00
H  0.25  1.19  -3.57  0.00
H  -3.83  -2.83  1.73  0.00
H  -2.75  -0.63  6.03  0.00
H  -0.35  -3.55  -1.81  0.00
H  2.59  -5.17  -0.24  0.00
H  -5.49  -2.34  2.11  0.00
H  2.34  1.25  -4.96  0.00
H  0.85  -2.57  -3.85  0.00
H  2.75  2.84  -4.31  0.00
H  1.32  2.64  -5.32  0.00
H  4.06  -4.80  0.65  0.00
H  3.85  -4.21  -1.00  0.00
H  -5.59  1.09  1.45  0.00
H  -4.13  1.98  1.93  0.00
H  -1.62  -4.49  1.93  0.00
H  -4.91  2.00  -5.98  0.00
H  1.16  1.90  4.65  0.00
H  -3.49  -3.30  4.09  0.00
H  -4.12  1.02  0.46  0.00
H  0.58  2.81  -2.97  0.00
H  3.46  -2.42  0.82  0.00
H  -2.70  -2.82  5.60  0.00
H  -2.43  -4.44  4.92  0.00
H  -1.63  3.16  5.44  0.00
H  2.49  4.10  -2.01  0.00
H  5.42  -1.03  -6.53  0.00
H  1.32  0.20  5.10  0.00
H  -5.84  -0.19  4.00  0.00
H  3.87  4.41  -0.95  0.00
H  4.08  3.47  -2.43  0.00
H  1.05  -4.54  -1.50  0.00
H  3.72  -2.34  -2.48  0.00
H  -1.13  -0.86  6.70  0.00
H  2.10  -3.35  1.39  0.00
H  0.42  -3.75  5.41  0.00
H  -4.11  4.08  -4.86  0.00
H  -0.33  -5.03  3.00  0.00
H  6.98  0.86  -6.16  0.00
H  6.81  2.19  -4.09  0.00
H  -3.07  2.28  4.94  0.00
H  0.80  1.38  6.31  0.00
H  3.69  -1.55  -4.85  0.00
H  5.10  1.65  -2.41  0.00
H  -2.04  0.60  7.07  0.00
H  0.02  -3.88  1.69  0.00
H  4.02  1.88  -0.49  0.00
H  -4.17  -0.20  -5.19  0.00
H  -1.94  2.88  3.72  0.00
H  1.34  -2.70  4.31  0.00

## Properties
ΔE to the lowest compared entry with this formula, charge and spin in eV: 0.0000
Multiplicity: 4
LUMO level (spin up / spin down) in eV: 1.4453 / 0.6543
Gap between HOMO and LUMO (spin up / spin down) in eV: 6.86 / 6.37
E_HOMO (spin up / spin down) in eV: -5.4 / -5.7
Total charge: -1

---

Record 2
DFT (the ωB97M-V functional and the def2-TZVPD basis) results for C2HCdO3 as an isolated structure in a non-equilibrium geometry.

Last column: natural (NBO) charge in e.
Cartesian coordinates (Å):
Cd  2.11  0.01  -0.07  1.91
O  0.62  1.33  0.13  -0.74
O  0.84  -1.56  -0.15  -0.77
O  -1.37  -1.30  0.02  -0.32
C  -0.57  1.28  0.23  0.56
C  -0.32  -1.83  -0.11  1.12
H  -1.31  2.06  -0.04  0.24

## Properties
ΔE to the lowest compared entry with this formula, charge and spin in eV: 0.8205
Multiplicity: 2
LUMO level (spin up / spin down) in eV: -12.8840 / -12.8599
Gap between HOMO and LUMO (spin up / spin down) in eV: 6.32 / 10.00
E_HOMO (spin up / spin down) in eV: -19.2 / -22.9
Total charge: +2

---

Record 3
DFT (the ωB97M-V functional and the def2-TZVPD basis) results for C26H62GeN2RuS2SbSi6 as an isolated structure in a non-equilibrium geometry.

Last column: Löwdin spin population.
Cartesian coordinates (Å):
Sb  -2.15  0.85  1.19  0.54
Ru  -0.24  -0.50  0.03  2.95
Ge  1.74  -0.99  -1.28  0.15
S  -1.88  -4.98  0.47  0.01
S  -2.80  -0.58  -4.05  0.01
Si  2.59  1.42  -0.84  0.04
Si  -4.83  1.38  0.02  0.14
Si  -1.45  3.42  2.10  0.07
Si  3.20  -2.77  0.05  0.14
Si  -3.03  -0.45  3.51  0.09
Si  2.09  -1.72  -3.73  0.09
N  -1.42  -0.74  -1.94  0.07
N  -1.09  -2.61  0.07  0.07
C  -3.81  -2.00  2.88  0.01
C  2.44  1.45  1.02  0.04
C  -3.04  4.28  2.39  0.01
C  1.59  -0.19  -4.64  0.03
C  -0.22  -3.55  2.21  0.01
C  3.88  -2.13  -3.92  0.00
C  -4.19  0.74  4.30  0.02
C  -2.41  -4.19  -0.95  0.00
C  -2.91  -2.01  -3.14  0.00
C  1.91  2.90  -1.70  0.00
C  4.94  -2.49  -0.45  0.03
C  -5.81  2.18  1.34  0.02
C  -1.38  -0.59  4.33  0.04
C  -0.47  3.97  0.63  0.01
C  -4.33  2.49  -1.36  0.04
C  -1.11  1.44  -3.07  0.00
C  2.42  -4.34  -0.54  0.02
C  -1.70  0.08  -2.93  0.01
C  -0.41  2.92  3.54  0.04
C  0.87  -3.12  -3.81  0.03
C  -2.11  -1.93  -2.05  0.00
C  -1.00  -3.60  0.94  0.02
C  2.85  -2.28  1.81  0.04
C  4.27  1.02  -1.49  0.00
C  -5.20  -0.38  -0.37  0.05
C  -1.90  -2.93  -1.01  0.01
H  -0.55  -0.68  3.63  0.01
H  0.28  4.70  0.93  0.00
H  -4.16  1.94  -2.29  0.00
H  2.70  -3.17  2.43  0.01
H  3.71  -1.74  2.22  0.00
H  4.29  1.12  -2.58  0.00
H  -5.43  3.16  1.61  0.00
H  -0.19  1.49  -2.50  0.00
H  0.26  2.09  3.29  0.00
H  0.16  -3.09  -2.98  0.00
H  1.44  1.15  1.37  0.02
H  0.69  -4.15  2.13  0.00
H  -3.52  4.55  1.44  0.00
H  4.15  -3.07  -3.44  0.00
H  2.70  -5.17  0.12  0.00
H  1.38  -4.08  -3.78  0.00
H  -0.89  1.69  -4.11  0.00
H  -3.06  -4.68  -1.66  0.00
H  2.48  3.76  -1.32  0.00
H  -5.91  1.56  2.23  0.00
H  -3.74  3.69  2.98  0.00
H  -4.54  -1.78  2.10  0.00
H  -6.82  2.32  0.92  0.00
H  1.33  -4.27  -0.57  0.00
H  0.04  3.12  0.18  0.00
H  -3.08  -2.71  2.49  0.00
H  -5.96  -0.76  0.32  0.00
H  0.52  -0.01  -4.56  0.00
H  -3.44  3.08  -1.12  0.00
H  1.97  -1.64  1.91  0.01
H  -3.54  -2.83  -3.46  0.00
H  1.84  -0.31  -5.70  0.01
H  4.52  -1.33  -3.55  0.00
H  0.86  3.12  -1.53  0.00
H  4.65  0.04  -1.22  0.00
H  5.08  -2.40  -1.53  0.00
H  -4.02  1.77  4.01  0.00
H  0.22  3.78  3.82  0.01
H  -5.61  -0.44  -1.39  0.01
H  5.38  -1.61  0.04  0.00
H  2.08  2.85  -2.77  0.00
H  2.13  0.69  -4.27  0.00
H  -5.15  3.19  -1.53  0.01
H  4.97  1.77  -1.08  0.00
H  2.63  2.46  1.41  0.01
H  -5.23  0.48  4.09  0.00
H  2.78  -4.59  -1.54  0.00
H  -1.10  4.44  -0.13  0.00
H  -4.32  -1.02  -0.32  0.01
H  3.17  0.78  1.48  0.00
H  -2.86  5.21  2.94  0.00
H  -4.35  -2.48  3.71  0.00
H  -1.20  0.27  4.97  0.00
H  -4.06  0.67  5.39  0.00
H  -1.00  2.65  4.42  0.00
H  5.52  -3.36  -0.13  0.01
H  -0.80  -3.97  3.04  0.00
H  -1.80  2.20  -2.70  0.00
H  4.09  -2.24  -4.99  0.00
H  0.04  -2.53  2.44  0.00
H  -1.37  -1.48  4.97  0.01
H  0.31  -3.06  -4.75  0.00

## Properties
ΔE to the lowest compared entry with this formula, charge and spin in eV: 0.8928
Multiplicity: 6
LUMO level (spin up / spin down) in eV: -12.1397 / -13.3204
Gap between HOMO and LUMO (spin up / spin down) in eV: 6.21 / 4.72
E_HOMO (spin up / spin down) in eV: -18.4 / -18.0
Total charge: +4

---

Record 4
DFT (the ωB97M-V functional and the def2-TZVPD basis) results for a 2-piece molecular cluster, C4H4O2 overall in a non-equilibrium geometry.

Last column: natural (NBO) charge in e.
Cartesian coordinates (Å):
O  2.94  0.12  0.99  -0.51
O  2.08  -0.67  -1.00  -0.52
C  -0.92  -0.28  -0.60  -0.62
C  2.47  -0.28  0.01  1.03
C  -1.25  0.63  0.52  -0.59
C  -0.46  -0.63  0.75  0.22
H  -2.12  0.68  1.00  0.24
H  -1.76  -0.85  -0.92  0.25
H  -0.77  1.51  0.54  0.23
H  -0.20  -0.22  -1.29  0.26

## Properties
ΔE to the lowest compared entry with this formula, charge and spin in eV: 3.8801
LUMO level in eV: -0.5241
Gap between HOMO and LUMO in eV: 8.77
E_HOMO in eV: -9.3
Total charge: 0

---

Record 5
DFT (the ωB97M-V functional and the def2-TZVPD basis) results for one molecule with the formula C3H6N2O2S in a non-equilibrium geometry.

Last column: natural (NBO) charge in e.
Cartesian coordinates (Å):
S  -0.66  -3.86  0.14  1.15
O  -0.74  -2.14  -0.21  -0.48
O  0.42  -3.93  1.17  -0.74
N  -0.04  -1.42  0.62  -0.04
N  0.42  0.76  1.07  -0.38
C  -0.14  0.11  -1.37  -0.71
C  0.11  -0.09  0.15  0.35
C  0.33  2.16  0.94  -0.43
H  0.38  -0.54  -2.09  0.24
H  -0.53  2.59  1.53  0.22
H  1.24  2.70  1.20  0.21
H  -1.15  0.20  -1.57  0.23
H  0.20  1.13  -1.48  0.21
H  0.17  2.33  -0.10  0.16

## Properties
ΔE to the lowest compared entry with this formula, charge and spin in eV: 6.1608
LUMO level (spin up / spin down) in eV: -0.5955 / -1.3825
Gap between HOMO and LUMO (spin up / spin down) in eV: 8.58 / 7.32
E_HOMO (spin up / spin down) in eV: -9.2 / -8.7
Total charge: 0

---

Record 6
DFT (the ωB97M-V functional and the def2-TZVPD basis) results for a 9-piece molecular cluster, C4H24NO10 overall in a non-equilibrium geometry.

Last column: natural (NBO) charge in e.
Cartesian coordinates (Å):
O  -2.90  1.83  -1.48  -1.00
O  3.03  0.74  1.00  -0.96
O  -0.90  -0.90  -1.80  -0.77
O  2.57  -0.94  -2.00  -0.95
O  0.07  3.49  0.12  -1.00
O  -0.24  1.12  -1.01  -0.84
O  0.15  -3.39  -2.24  -1.00
O  1.18  2.72  2.71  -0.98
O  2.31  2.10  -1.72  -0.99
O  -3.55  -0.76  -0.81  -0.98
N  -0.98  -1.18  1.20  -0.46
C  -0.39  -0.14  -0.96  0.79
C  -0.97  -0.52  2.50  -0.42
C  0.15  -0.73  0.37  -0.38
C  -0.94  -2.63  1.28  -0.42
H  -2.03  1.40  -1.56  0.48
H  -0.95  0.56  2.36  0.22
H  1.86  -0.48  -1.53  0.47
H  -0.14  -3.06  1.90  0.16
H  1.06  -3.08  -2.25  0.47
H  -3.44  1.06  -1.20  0.49
H  0.91  -1.50  0.20  0.19
H  -2.88  -1.05  -1.46  0.50
H  3.39  -0.05  1.42  0.47
H  0.01  2.68  -0.42  0.51
H  1.40  1.79  -1.81  0.50
H  -2.98  -0.83  -0.02  0.49
H  -0.95  -3.06  0.28  0.23
H  -0.03  -0.65  3.06  0.17
H  2.68  -0.39  -2.79  0.48
H  1.86  2.16  2.29  0.48
H  -1.91  -0.77  2.99  0.20
H  2.27  2.79  -1.05  0.48
H  -0.80  3.89  0.10  0.48
H  2.99  0.50  0.06  0.50
H  0.62  2.77  1.91  0.49
H  0.76  0.08  0.77  0.23
H  -0.39  -2.58  -2.09  0.50
H  -1.89  -2.99  1.70  0.19

## Properties
ΔE to the lowest compared entry with this formula, charge and spin in eV: 0.9509
LUMO level in eV: 2.8786
Gap between HOMO and LUMO in eV: 8.94
E_HOMO in eV: -6.1
Total charge: -1

---

Which formula does entry 6 have?
C4H24NO10

---

The highest total charge belongs to which entry?
C26H62GeN2RuS2SbSi6

---

Number 6 is which compound?
C4H24NO10

---

Look up the total charge of the fourth one.
0